(1)
Molecular formula: C12H18AlO2
Method: DFT, the ωB97M-V functional and the def2-TZVPD basis

Element x y z (Å)
C: 3.515 1.480 0.307
C: 2.265 0.656 -0.365
C: 2.931 -0.479 -1.280
C: 1.381 0.124 0.855
C: 0.032 -0.642 0.462
C: -1.283 0.238 0.101
C: -2.716 -0.159 0.621
C: -4.005 0.658 0.241
C: -3.956 1.913 -0.693
C: -2.535 2.325 -1.192
C: -1.245 1.507 -0.812
C: -0.144 -1.658 1.743
O: -1.094 -2.767 1.605
Al: -1.044 -3.044 -0.246
O: 0.049 -1.551 -0.689
H: 3.590 2.498 -0.242
H: 4.514 0.949 0.063
H: 3.392 1.624 1.436
H: 1.755 1.401 -1.059
H: 3.683 0.063 -1.978
H: 3.421 -1.317 -0.680
H: 2.121 -0.890 -1.998
H: 1.099 1.018 1.537
H: 2.078 -0.531 1.508
H: -2.904 -1.062 1.300
H: -5.048 0.354 0.610
H: -4.907 2.490 -0.994
H: -2.479 3.245 -1.878
H: -0.275 1.909 -1.256
H: 0.850 -2.258 1.817
H: -0.131 -1.126 2.776
H: -0.442 -4.410 -0.793
H: -2.467 -2.556 -0.826

Molecular weight   221.26 g/mol
DFT total energy   -860.86168 Eh
Charge   -1

=====

(2)
Molecular formula: C36H43N5O12
Method: DFT, the ωB97M-V functional and the def2-TZVPD basis

Element x y z (Å)
O: 21.673 8.173 18.799
C: 22.362 8.635 17.919
O: 22.944 7.950 16.919
C: 23.981 8.763 16.317
C: 23.397 10.149 16.583
O: 22.736 9.920 17.827
H: 24.868 8.485 16.886
H: 24.095 8.651 15.239
H: 22.713 10.487 15.804
H: 24.217 10.835 16.795
O: 18.848 17.281 9.634
C: 18.279 16.949 10.691
O: 17.595 17.715 11.514
C: 17.220 16.996 12.652
C: 17.851 15.592 12.466
O: 18.381 15.752 11.221
H: 17.528 17.476 13.581
H: 16.140 16.868 12.727
H: 16.976 14.949 12.557
H: 18.578 15.424 13.260
O: 12.767 20.948 16.894
C: 11.676 21.306 17.287
O: 11.323 22.455 17.931
C: 10.011 22.372 18.504
C: 9.373 21.214 17.627
O: 10.563 20.570 17.150
H: 9.987 22.209 19.581
H: 9.428 23.261 18.264
H: 8.752 21.502 16.778
H: 8.664 20.604 18.188
O: 11.094 13.563 14.891
C: 11.551 12.613 14.231
O: 10.858 12.168 13.149
C: 11.406 10.937 12.659
C: 12.743 10.879 13.396
O: 12.608 11.834 14.456
H: 10.749 10.086 12.835
H: 11.542 11.034 11.581
H: 13.602 11.101 12.763
H: 12.875 9.854 13.743
C: 12.710 20.865 24.547
C: 13.505 21.217 23.487
C: 14.268 20.223 22.881
N: 14.297 18.920 23.396
C: 13.532 18.621 24.427
C: 12.700 19.551 25.022
H: 12.037 21.598 24.967
H: 13.531 22.171 22.982
H: 14.853 20.481 22.011
H: 13.466 17.578 24.699
H: 11.990 19.291 25.793
C: 27.141 13.001 23.710
C: 28.555 13.117 23.769
C: 29.252 13.398 22.614
N: 28.632 13.635 21.450
C: 27.269 13.479 21.422
C: 26.469 13.159 22.496
H: 26.585 12.753 24.602
H: 29.042 13.069 24.731
H: 30.326 13.510 22.592
H: 26.906 13.662 20.421
H: 25.393 13.104 22.427
C: 20.090 15.204 28.020
C: 21.421 15.534 27.823
C: 21.890 15.687 26.546
N: 21.127 15.456 25.454
C: 19.830 15.114 25.674
C: 19.275 14.931 26.932
H: 19.631 15.134 28.995
H: 22.054 15.733 28.676
H: 22.905 16.008 26.363
H: 19.213 15.004 24.795
H: 18.254 14.595 27.037
C: 25.699 20.342 13.361
C: 24.735 19.509 12.854
C: 25.092 18.854 11.649
N: 26.147 19.129 10.877
C: 27.032 20.023 11.405
C: 26.859 20.646 12.666
H: 25.586 20.846 14.310
H: 23.837 19.434 13.449
H: 24.433 18.147 11.166
H: 27.892 20.207 10.778
H: 27.618 21.320 13.035
C: 17.810 13.777 18.528
C: 17.306 15.213 18.607
C: 18.395 16.275 18.811
C: 19.695 15.914 18.240
N: 20.721 15.573 17.805
H: 16.988 13.110 18.270
H: 18.130 13.412 19.504
H: 18.656 13.595 17.865
H: 16.581 15.363 19.407
H: 16.768 15.562 17.726
H: 18.609 16.484 19.859
H: 18.113 17.243 18.396

SMILES   O=C1OCCO1.O=C1OCCO1.O=C1OCCO1.O=C1OCCO1.c1ccncc1.c1ccncc1.c1ccncc1.c1ccncc1.CCCC#N
Molecular weight   737.76 g/mol
DFT total energy   -2574.14308 Eh
Charge   0

=====

(3)
Molecular formula: C24H27F7O23
Method: DFT, the ωB97M-V functional and the def2-TZVPD basis

Element x y z (Å)
O: -0.628 1.826 -6.513
C: -0.177 2.560 -5.695
O: 0.187 2.170 -4.453
C: 0.835 3.271 -3.805
C: 0.279 4.449 -4.572
F: 1.180 5.454 -4.683
O: 0.045 3.886 -5.860
H: 1.914 3.186 -3.940
H: 0.595 3.290 -2.750
H: -0.654 4.848 -4.180
O: -1.344 4.359 -1.887
C: -1.094 4.376 -0.725
O: -2.003 4.321 0.263
C: -1.308 4.154 1.508
C: 0.064 4.704 1.175
F: 1.057 4.059 1.818
O: 0.164 4.440 -0.218
H: -1.256 3.094 1.752
H: -1.816 4.693 2.301
H: 0.174 5.777 1.341
O: 0.276 -6.193 1.040
C: 0.670 -5.431 0.225
O: 1.037 -4.150 0.466
C: 1.613 -3.611 -0.728
C: 1.007 -4.496 -1.792
F: 1.849 -4.704 -2.840
O: 0.810 -5.716 -1.104
H: 2.698 -3.724 -0.693
H: 1.349 -2.565 -0.852
H: 0.052 -4.141 -2.179
O: 1.103 2.820 5.716
C: 0.704 1.910 5.066
O: 0.670 0.626 5.459
C: -0.032 -0.143 4.464
C: 0.145 0.728 3.237
F: -0.909 0.690 2.390
O: 0.228 2.030 3.797
H: -1.078 -0.233 4.742
H: 0.410 -1.129 4.367
H: 1.056 0.533 2.669
O: -2.738 -1.577 3.574
C: -3.325 -2.088 4.469
O: -4.436 -2.841 4.342
C: -4.746 -3.412 5.618
C: -4.051 -2.458 6.568
F: -3.566 -3.077 7.665
O: -2.970 -1.984 5.781
H: -4.309 -4.409 5.686
H: -5.821 -3.467 5.757
H: -4.658 -1.607 6.883
O: 5.731 6.247 2.731
C: 5.195 5.763 3.669
O: 4.075 5.004 3.619
C: 3.824 4.475 4.927
C: 4.567 5.456 5.807
F: 5.101 4.870 6.904
O: 5.610 5.901 4.960
H: 4.262 3.479 5.008
H: 2.758 4.421 5.123
H: 3.977 6.317 6.125
O: -4.488 -5.854 -6.337
C: -3.531 -5.592 -5.695
O: -2.324 -5.240 -6.198
C: -1.477 -4.842 -5.114
C: -2.123 -5.553 -3.944
F: -2.019 -4.846 -2.788
O: -3.479 -5.613 -4.330
H: -1.523 -3.764 -4.990
H: -0.451 -5.145 -5.302
H: -1.757 -6.565 -3.763
C: -0.805 -1.114 -4.980
O: 0.057 -2.064 -4.309
C: 1.189 -1.475 -3.818
C: 2.335 -1.404 -4.785
O: 1.261 -1.108 -2.674
H: -0.279 -0.182 -5.195
H: -1.131 -1.552 -5.927
H: -1.667 -0.892 -4.345
H: 2.668 -2.428 -4.991
H: 3.151 -0.846 -4.321
H: 2.041 -0.951 -5.735

SMILES   O=C1OC[C@@H](F)O1.O=C1OC[C@@H](F)O1.O=C1OC[C@@H](F)O1.O=C1OC[C@@H](F)O1.O=C1OC[C@@H](F)O1.O=C1OC[C@@H](F)O1.O=C1OC[C@@H](F)O1.COC(C)=O
Molecular weight   816.44 g/mol
DFT total energy   -3360.41589 Eh
Charge   0

=====

(4)
Molecular formula: C21H39Cl3MnN7O3Si
Method: DFT, the ωB97M-V functional and the def2-TZVPD basis

Element x y z (Å)
C: 0.596 3.395 -0.490
C: -0.648 3.343 0.342
H: 0.493 4.057 -1.357
H: 0.863 2.383 -0.849
H: 1.453 3.746 0.112
C: -1.712 4.145 0.187
C: -1.821 5.241 -0.811
H: -2.580 4.002 0.827
H: -0.964 5.278 -1.489
H: -1.900 6.215 -0.314
H: -2.728 5.119 -1.413
Mn: 0.222 -0.529 0.490
Cl: 1.693 0.106 1.981
Cl: 1.568 -0.139 -1.460
H: 1.466 -5.895 1.650
H: 3.856 -5.173 1.735
C: 1.300 -5.256 0.775
C: 3.673 -4.552 0.849
N: 2.268 -4.165 0.789
H: 0.294 -4.842 0.788
C: 1.869 -2.899 0.730
O: 0.658 -2.565 0.662
H: 4.285 -3.648 0.904
H: 2.647 -2.114 0.744
H: 1.449 -5.873 -0.120
H: 3.957 -5.129 -0.040
H: -1.331 1.806 -2.167
H: -3.715 2.023 -1.073
C: -1.629 0.806 -2.524
C: -3.897 1.063 -1.590
N: -2.667 0.279 -1.646
H: -0.754 0.147 -2.530
C: -2.458 -0.720 -0.775
O: -1.339 -1.273 -0.578
H: -4.651 0.487 -1.035
H: -3.371 -1.023 -0.222
H: -2.057 0.921 -3.533
H: -4.244 1.268 -2.614
O: -0.785 1.076 0.519
C: -0.675 2.179 1.325
C: -3.041 1.780 2.253
C: -1.753 2.279 2.424
H: -3.293 1.280 1.316
C: -4.003 1.963 3.259
H: 0.308 2.166 1.820
C: -1.429 2.957 3.601
H: -5.012 1.578 3.113
C: -3.675 2.644 4.432
C: -2.383 3.147 4.603
H: -0.421 3.364 3.702
H: -4.423 2.785 5.217
H: -2.111 3.689 5.508
Si: 4.698 -0.658 -4.329
Cl: 3.974 1.295 -4.507
C: 3.418 -1.719 -5.176
C: 4.826 -0.779 -2.482
C: 6.388 -1.018 -5.127
H: 2.420 -1.439 -4.811
H: 3.578 -2.786 -4.970
H: 3.445 -1.574 -6.265
H: 6.350 -0.931 -6.224
H: 6.711 -2.048 -4.893
H: 7.166 -0.338 -4.751
H: 3.846 -0.529 -2.033
H: 5.561 -0.051 -2.107
H: 5.112 -1.783 -2.145
N: -3.864 -3.388 3.742
N: -3.135 -2.260 3.415
N: -2.640 -1.467 4.409
C: -1.631 -0.874 3.756
N: -1.476 -1.294 2.502
N: -2.407 -2.241 2.290
H: -4.324 -3.754 2.926
H: -4.468 -3.169 4.533
H: -1.000 -0.117 4.221

Spin multiplicity   6
Molecular weight   626.97 g/mol
DFT total energy   -4253.85382 Eh
Relative energy (zero: lowest compared OMol25 entry of this formula, charge and spin)   25.8 kcal per mole
Charge   -1